{
  "formula": "C17H32FN2O8S",
  "method": "ωB97M-V/def2-TZVPD",
  "symbols": ["C", "C", "O", "O", "C", "C", "C", "C", "O", "C", "C", "O", "O", "C", "N", "C", "C", "O", "C", "C", "O", "N", "C", "C", "F", "H", "H", "H", "H", "H", "H", "H", "H", "H", "H", "H", "H", "H", "H", "H", "H", "H", "H", "H", "H", "H", "H", "H", "H", "H", "H", "C", "S", "O", "C", "H", "H", "H", "H", "H", "H"],
  "coordinates": [[-3.42, 1.47, -4.86], [-3.58, 0.05, -4.37], [-3.95, -0.77, -5.09], [-3.26, -0.33, -3.09], [-2.14, 0.32, -2.53], [-0.81, -0.05, -3.22], [0.14, -0.85, -2.33], [1.27, -1.55, -3.09], [1.90, -2.46, -2.21], [2.51, -1.67, -1.18], [3.44, -2.59, -0.41], [2.75, -3.74, 0.05], [3.39, -4.87, -0.47], [1.42, -1.04, -0.30], [1.87, -0.59, 1.00], [1.77, -1.65, 2.05], [0.48, -2.37, 2.40], [2.74, -1.91, 2.60], [1.20, 0.60, 1.54], [-0.29, 0.68, 1.85], [1.85, 1.53, 1.76], [0.67, -0.04, -1.15], [1.45, 1.14, -1.65], [0.63, 2.43, -1.40], [2.62, 1.30, -1.02], [-3.68, 1.47, -5.91], [-4.02, 2.19, -4.30], [-2.37, 1.78, -4.83], [-2.24, 1.41, -2.55], [-2.13, 0.06, -1.47], [-0.32, 0.79, -3.71], [-1.06, -0.73, -4.04], [-0.48, -1.64, -1.91], [0.82, -2.12, -3.91], [1.99, -0.86, -3.53], [3.14, -0.94, -1.70], [4.26, -2.85, -1.08], [3.88, -2.07, 0.44], [4.29, -4.87, -0.12], [0.71, -1.86, -0.15], [-0.32, -2.00, 1.76], [0.54, -3.43, 2.22], [0.17, -2.14, 3.42], [-0.38, 0.60, 2.94], [-0.91, -0.07, 1.37], [-0.60, 1.69, 1.61], [-0.18, 0.32, -0.72], [1.64, 1.12, -2.72], [0.11, 2.42, -0.44], [0.00, 2.69, -2.25], [1.38, 3.22, -1.33], [-2.79, 1.99, 6.77], [-2.27, 1.62, 5.09], [-1.49, 0.35, 5.12], [-1.09, 2.97, 4.96], [-3.51, 1.23, 7.07], [-1.92, 1.96, 7.43], [-3.25, 2.97, 6.79], [-0.34, 2.87, 5.75], [-1.61, 3.92, 5.06], [-0.60, 2.92, 3.99]],
  "total_charge": 1,
  "largest_force_ha_per_bohr": 0.094,
  "multiplicity": 1,
  "energy_ev": -51048.3296,
  "relative_energy_kcal_mol": 28.5
}